1.
# C31H41FO27S6Si

A cluster of 7 separate species, C31H41FO27S6Si in total at a distorted geometry (wB97M-V/def2-TZVPD, the Open Molecules 2025 dataset).

Cartesian coordinates (Å):
S: -2.76675 5.86665 -2.70063
S: -1.44603 1.74020 1.47638
S: -7.80532 9.08292 -4.31263
S: 4.20671 -1.98848 -3.56223
S: 5.55350 1.40592 7.21052
S: -0.85995 -9.64892 -4.85088
Si: -1.13930 -3.34349 2.38750
F: 1.13815 -6.26959 1.15917
O: -6.39209 9.12080 -4.46141
O: -3.56359 7.17988 -3.12271
O: 3.46812 -1.81477 -4.75709
O: -2.09447 2.92977 0.63066
O: 4.27689 1.98387 7.42150
O: 4.84962 -0.98177 2.46808
O: 5.59080 -0.05693 7.86100
O: -0.57531 -6.82112 -0.05563
O: 3.69919 -2.76262 -2.48411
O: -2.02030 5.38475 -3.80536
O: -1.37577 -10.95675 -4.67665
O: 6.74475 2.08472 7.57371
O: -1.82063 1.86551 2.83855
O: 5.65067 0.94555 5.68239
O: -1.18934 -8.76518 -3.55767
O: -1.16034 -8.87968 -6.00340
O: 0.08175 2.18821 1.32853
O: -8.43970 10.45752 -4.81543
O: -8.39454 8.73589 -3.07139
O: 0.72119 -2.04357 4.57002
O: 0.73014 -9.70708 -4.65394
O: -1.63695 0.53109 0.75876
O: 5.67452 -2.52021 -3.90966
O: -8.39869 8.14873 -5.46507
O: -2.15049 6.10953 -1.44084
O: 4.63774 -0.54869 -3.01629
O: -4.02659 4.91103 -2.48699
C: -1.13180 -4.25967 4.04168
C: 6.06413 -0.47339 -2.87522
C: 2.65666 2.46905 3.82744
C: -9.45368 8.84019 -6.15298
C: 2.76883 -1.89272 1.78546
C: -1.86568 -1.62394 2.60604
C: 3.21681 -2.46738 0.61157
C: 6.59543 -1.41952 -3.93206
C: -2.36792 -4.27908 1.31466
C: 3.64348 -0.90199 2.47695
C: -1.10254 3.93032 0.33406
C: -0.02295 -8.62945 -2.73290
C: 1.10111 -3.63956 0.45896
C: 2.36681 -3.33648 -0.04822
C: 6.06859 -0.42494 5.60796
C: -5.24347 5.67679 -2.54096
C: 0.89954 0.88719 4.30954
C: 1.40870 2.18150 4.37128
C: 0.60992 -3.07025 1.65193
C: 3.41991 1.49609 3.19303
C: 0.19931 3.16176 0.27808
C: 1.21317 -1.51408 3.60641
C: 0.21635 -6.00274 0.24847
C: -9.02449 10.29234 -6.11683
C: 0.29941 -4.63407 -0.35706
C: 1.66035 -0.09055 3.68346
C: 2.90759 0.20370 3.12982
C: 1.50513 -2.20135 2.31322
C: -4.92188 6.83652 -3.45903
C: 5.46061 -1.05897 6.84077
C: 1.13473 -8.71146 -3.70526
H: -9.85676 10.97965 -6.23701
H: -1.17035 -0.91794 3.04224
H: 0.82435 -4.79899 -1.29890
H: -0.04945 0.60268 4.73676
H: 6.39565 0.55044 -3.02242
H: -3.32881 -4.17369 1.82038
H: 6.57119 -0.96849 -4.92594
H: 2.06489 -9.00741 -3.22853
H: -1.25861 -3.50520 4.81052
H: -2.00467 -4.90971 4.09097
H: -2.05349 -1.27621 1.59480
H: 3.04373 3.47519 3.90836
H: -2.83385 -1.65613 3.09958
H: 1.06861 3.79016 0.44900
H: -0.05529 -7.68884 -2.19456
H: -6.05389 5.05686 -2.91362
H: 7.16011 -0.45531 5.63573
H: 0.82239 2.93315 4.87487
H: -0.69452 -4.30320 -0.62116
H: -9.55309 8.45413 -7.16293
H: -4.94977 6.53418 -4.50799
H: -1.33760 4.43531 -0.59634
H: -0.20733 -4.79007 4.24480
H: 0.31195 2.63205 -0.67042
H: 2.70040 -3.78890 -0.96492
H: 5.71482 -0.86886 4.68127
H: -1.09717 4.66150 1.14488
H: -2.16672 -5.34612 1.30936
H: -8.26188 10.50547 -6.86779
H: 6.33107 -0.80336 -1.86928
H: 4.39894 -1.27280 6.70025
H: 4.39217 1.71376 2.78277
H: 5.97797 -1.96459 7.14483
H: -0.00479 -9.45453 -2.01881
H: -5.48021 6.01802 -1.53169
H: -5.57662 7.68602 -3.31263
H: 1.28036 -7.76814 -4.23688
H: 4.18305 -2.22794 0.19803
H: 7.59951 -1.77200 -3.71572
H: -2.51117 -3.89861 0.30734
H: -10.38483 8.68090 -5.60615

Cartesian forces, eV/Å:
-0.570 0.257 -0.182
0.244 0.452 -0.408
-0.235 0.181 -0.330
0.302 0.153 0.005
0.039 -0.358 -0.165
0.175 0.152 0.238
-0.473 0.277 0.781
0.644 -0.044 0.521
-0.250 0.192 -0.087
-0.019 -0.143 0.316
-0.179 -0.015 0.035
0.178 -0.220 -0.057
-0.001 0.192 -0.021
0.512 0.071 -0.155
0.217 0.104 -0.106
-0.425 -0.832 -0.162
0.128 0.003 -0.411
0.229 -0.133 0.141
-0.017 -0.081 -0.139
-0.034 0.104 0.139
-0.007 -0.201 0.088
-0.256 0.013 0.109
0.148 0.091 -0.249
-0.143 -0.034 -0.057
-0.140 0.167 0.212
-0.119 -0.218 0.124
0.127 0.012 0.153
-0.387 -0.392 0.129
-0.136 -0.154 0.198
-0.096 0.359 -0.213
-0.055 0.029 0.301
0.204 0.191 -0.101
0.143 0.170 -0.230
0.019 -0.065 -0.236
0.096 0.056 -0.223
-0.086 0.360 -0.431
0.220 -0.133 0.290
0.002 0.227 -0.040
-0.381 0.058 0.142
0.032 -0.075 0.122
0.185 -0.843 -0.722
-0.444 -0.264 -0.062
0.028 0.273 -0.298
0.134 0.059 0.138
-0.488 0.009 -0.067
0.261 0.244 0.227
0.190 -0.274 0.216
-0.065 0.116 -0.175
-0.157 -0.052 0.522
0.351 -0.202 0.017
-0.136 0.237 0.286
0.544 -0.161 -0.058
-0.051 -0.545 0.021
0.510 -0.132 0.097
-0.465 -0.270 0.431
-0.067 -0.141 -0.401
0.087 0.430 0.088
-0.663 0.591 -0.438
0.163 -0.002 -0.370
0.748 0.174 0.263
0.152 0.029 -0.268
-0.054 0.424 0.068
0.020 -0.044 -0.469
-0.112 -0.429 -0.177
-0.332 -0.109 -0.172
-0.004 0.398 -0.109
0.020 0.059 0.214
-0.217 0.163 0.332
0.020 0.042 -0.159
-0.118 0.160 0.079
-0.199 0.056 -0.055
-0.058 0.121 0.136
0.014 0.024 0.024
-0.013 -0.206 -0.102
0.108 0.079 0.182
0.108 -0.290 -0.030
-0.092 -0.002 0.046
0.022 0.062 -0.009
0.074 0.083 0.377
0.029 -0.097 0.218
-0.240 0.043 -0.078
0.150 -0.163 -0.043
-0.014 -0.025 0.028
0.046 0.239 -0.032
-0.190 -0.042 0.096
0.191 -0.127 0.030
-0.011 0.027 0.008
-0.126 -0.251 0.137
-0.010 -0.231 0.055
-0.002 0.030 -0.003
-0.107 -0.087 -0.025
-0.100 0.221 -0.060
-0.011 -0.006 -0.005
0.031 -0.142 -0.254
-0.014 -0.015 0.001
0.016 0.000 -0.018
0.015 -0.002 -0.023
0.136 0.038 -0.033
0.070 0.101 0.176
0.004 0.021 0.011
-0.001 0.003 -0.015
0.403 -0.012 0.165
0.002 0.007 0.038
0.132 0.051 0.072
-0.083 -0.208 0.045
0.034 -0.043 -0.135
-0.002 0.026 -0.020

Its molar mass is 1085.13 u. Its SMILES is C[Si](C)(C)c1c(CC(=O)F)ccc2c1C(=O)c1ccccc1C2=O.O=S1(=O)OCCO1.O=S1(=O)OCCO1.O=S1(=O)OCCO1.O=S1(=O)OCCO1.O=S1(=O)OCCO1.O=S1(=O)OCCO1. The LUMO energy is -0.5 eV. Its maximum force is 1.12 eV/Å. The spin multiplicity is 1.

Löwdin population analysis, charges in e, atoms 1 to 99: atom 1 (S): 0.6004, atom 2 (S): 0.5954, atom 3 (S): 0.6009, atom 4 (S): 0.6129, atom 5 (S): 0.5915, atom 6 (S): 0.5986, atom 7 (Si): 0.6007, atom 8 (F): 0.1482, atom 9 (O): -0.2288, atom 10 (O): -0.1725, atom 11 (O): -0.2032, atom 12 (O): -0.1764, atom 13 (O): -0.2200, atom 14 (O): 0.1068, atom 15 (O): -0.1876, atom 16 (O): 0.1472, atom 17 (O): -0.2296, atom 18 (O): -0.2115, atom 19 (O): -0.2169, atom 20 (O): -0.2197, atom 21 (O): -0.2144, atom 22 (O): -0.1978, atom 23 (O): -0.1821, atom 24 (O): -0.2192, atom 25 (O): -0.2001, atom 26 (O): -0.1784, atom 27 (O): -0.2070, atom 28 (O): 0.1273, atom 29 (O): -0.1900, atom 30 (O): -0.2334, atom 31 (O): -0.1828, atom 32 (O): -0.1854, atom 33 (O): -0.2373, atom 34 (O): -0.1836, atom 35 (O): -0.1844, atom 36 (C): -0.1675, atom 37 (C): -0.1558, atom 38 (C): -0.0561, atom 39 (C): -0.1536, atom 40 (C): -0.0774, atom 41 (C): -0.1527, atom 42 (C): 0.0195, atom 43 (C): -0.1573, atom 44 (C): -0.1712, atom 45 (C): -0.2918, atom 46 (C): -0.1517, atom 47 (C): -0.1592, atom 48 (C): -0.1829, atom 49 (C): -0.0159, atom 50 (C): -0.1549, atom 51 (C): -0.1437, atom 52 (C): -0.0023, atom 53 (C): -0.0446, atom 54 (C): -0.0765, atom 55 (C): 0.0018, atom 56 (C): -0.1454, atom 57 (C): -0.3120, atom 58 (C): -0.4957, atom 59 (C): -0.1520, atom 60 (C): -0.0482, atom 61 (C): -0.0842, atom 62 (C): -0.0928, atom 63 (C): -0.0659, atom 64 (C): -0.1584, atom 65 (C): -0.1529, atom 66 (C): -0.1633, atom 67 (H): 0.1374, atom 68 (H): 0.0103, atom 69 (H): 0.1329, atom 70 (H): 0.1228, atom 71 (H): 0.1364, atom 72 (H): 0.0423, atom 73 (H): 0.1354, atom 74 (H): 0.1346, atom 75 (H): 0.0190, atom 76 (H): 0.0283, atom 77 (H): 0.0117, atom 78 (H): 0.1092, atom 79 (H): 0.0534, atom 80 (H): 0.1364, atom 81 (H): 0.1070, atom 82 (H): 0.1374, atom 83 (H): 0.1353, atom 84 (H): 0.1143, atom 85 (H): 0.1111, atom 86 (H): 0.1374, atom 87 (H): 0.1413, atom 88 (H): 0.0921, atom 89 (H): 0.0303, atom 90 (H): 0.1361, atom 91 (H): 0.0841, atom 92 (H): 0.1102, atom 93 (H): 0.1408, atom 94 (H): 0.0245, atom 95 (H): 0.1362, atom 96 (H): 0.1336, atom 97 (H): 0.1343, atom 98 (H): 0.1214, atom 99 (H): 0.1347

2.
# C31H41N2O4PSr

A structure of composition C31H41N2O4PSr at a distorted geometry (wB97M-V/def2-TZVPD, the Open Molecules 2025 dataset).

Cartesian coordinates (Å):
Sr: 0.05342 -0.70412 1.09638
P: 0.09070 1.64275 -0.87190
O: -0.37898 -2.30628 2.88946
O: -2.34726 -0.78998 1.63150
O: -0.40547 0.81465 2.88592
O: 1.93687 -0.75494 2.59439
N: -0.34305 -2.44963 -0.72862
N: 2.27177 -0.43046 -0.60150
C: -2.68278 -2.04073 2.22053
C: -3.11861 4.10588 -3.03098
C: -0.52945 -3.23425 -1.54744
C: 0.96994 4.22583 2.13764
C: 2.19882 0.16835 -1.90862
C: -1.16292 2.65774 -1.69208
C: 2.08086 1.33821 -4.43843
C: 1.23134 1.76469 -3.43380
C: -1.95207 4.73363 -2.62113
C: 0.61008 -2.39685 3.90348
C: 1.96866 0.51073 3.25653
C: -1.60620 -3.55319 -3.68117
C: -0.77112 -4.21992 -2.57854
C: 1.27102 1.18264 -2.16570
C: 0.30652 3.43287 1.21721
C: 1.96486 -1.96656 3.34532
C: -1.73590 0.86680 3.38075
C: 2.98588 0.32166 -4.18303
C: 2.34634 4.38015 2.05918
C: 0.58959 -4.67798 -3.13277
C: -1.72110 -2.49347 3.31801
C: 3.05245 3.75384 1.04320
C: 3.04927 -0.25310 -2.92256
C: -1.52432 -5.40228 -1.94844
C: 2.39020 2.96632 0.11233
C: -2.71165 0.41863 2.28950
C: -3.31253 2.75648 -2.77225
C: 0.63000 0.96623 3.84415
C: -2.34129 2.03454 -2.09917
C: 1.00872 2.79422 0.19505
C: -0.97313 4.01489 -1.95652
H: 2.86896 0.14405 -0.00773
H: -1.89088 -3.55216 3.54557
H: 1.13753 -3.84117 -3.56423
H: 2.94822 2.53017 -0.70787
H: 3.77582 -1.03138 -2.72092
H: -1.79127 -4.28427 -4.46704
H: -1.68434 -6.16125 -2.71298
H: 0.71223 2.02108 4.12992
H: 0.51273 2.54641 -3.63797
H: 2.03386 1.79510 -5.41627
H: -0.95157 -5.85249 -1.13904
H: -0.05960 4.50622 -1.64493
H: 1.19677 -5.14140 -2.35658
H: 2.33632 -2.72574 2.65348
H: 4.12086 3.89792 0.95640
H: 2.70961 0.48140 4.06168
H: -2.56827 -3.21229 -3.30069
H: -1.87935 -1.92130 4.24015
H: -2.76072 1.17182 1.49863
H: -2.49818 -5.09459 -1.56986
H: -1.80873 0.22730 4.26930
H: -4.22275 2.26963 -3.09229
H: 0.68312 -3.42934 4.26243
H: 2.75162 -1.32331 -0.68042
H: -2.49205 0.97947 -1.89285
H: 0.31365 -1.76416 4.74897
H: -1.97581 1.89255 3.68345
H: 3.65333 -0.01788 -4.96167
H: 2.86170 5.00793 2.77221
H: 0.37313 0.38481 4.73742
H: -0.77168 3.32552 1.27673
H: 2.68104 -1.87274 4.16750
H: -3.69398 -1.99559 2.63816
H: -3.70711 0.31529 2.73442
H: 2.30092 1.22768 2.50064
H: -2.67708 -2.75637 1.39583
H: 0.41128 4.74124 2.90769
H: -1.80227 5.78471 -2.82516
H: -1.07853 -2.70668 -4.11873
H: -3.87840 4.67052 -3.55285
H: 0.42038 -5.41470 -3.91641

Cartesian forces, eV/Å:
0.369 -0.090 -2.214
-0.281 0.034 -0.029
0.107 -0.061 -0.289
0.141 0.036 0.050
-0.023 0.034 -0.141
-0.006 0.001 0.076
-0.105 -0.289 -0.132
0.065 0.033 0.301
-0.130 -0.270 0.257
-0.054 -0.053 -0.016
0.109 0.459 0.489
-0.132 0.037 0.032
-0.063 0.104 -0.423
0.081 0.097 0.016
-0.002 0.003 -0.023
-0.025 -0.043 0.098
0.039 0.080 -0.005
0.079 0.030 0.439
-0.042 0.267 0.405
-0.045 -0.035 -0.056
-0.023 -0.467 -0.485
0.049 -0.006 -0.102
-0.020 -0.007 0.048
0.033 -0.192 0.327
-0.216 -0.012 0.307
0.041 -0.054 0.042
0.121 0.007 -0.005
-0.033 0.031 0.011
-0.213 -0.009 0.375
0.110 0.055 0.063
0.000 -0.045 0.023
-0.028 0.001 -0.057
-0.113 0.029 -0.064
-0.132 0.289 0.323
-0.085 0.028 -0.048
0.126 0.015 0.447
0.083 -0.037 0.066
0.163 -0.048 0.015
0.022 -0.099 0.055
0.002 0.011 0.009
-0.106 0.101 -0.029
0.025 0.016 -0.005
-0.004 -0.049 -0.008
0.024 -0.022 0.001
0.002 -0.015 -0.008
0.003 0.003 -0.024
0.105 -0.099 0.033
-0.011 0.015 -0.006
0.001 0.013 -0.032
0.018 -0.004 0.022
0.008 0.015 0.012
0.022 -0.006 0.023
0.000 0.068 0.027
0.026 0.010 0.015
-0.021 0.113 -0.059
-0.012 0.009 0.016
-0.003 -0.073 -0.054
0.001 -0.057 0.055
-0.016 0.014 0.024
-0.017 0.082 -0.062
-0.037 -0.014 -0.014
0.080 0.078 0.030
-0.023 0.022 0.029
-0.011 0.019 -0.012
0.007 -0.087 -0.041
-0.103 -0.083 -0.027
0.040 -0.030 -0.023
0.032 0.018 0.022
0.025 0.078 -0.031
-0.008 0.005 0.003
-0.051 -0.101 -0.020
0.048 -0.093 -0.053
0.049 0.093 -0.053
-0.003 -0.032 0.019
0.003 0.061 0.047
-0.017 0.025 0.024
0.002 0.026 -0.003
0.011 0.018 -0.002
-0.027 0.007 -0.012
-0.034 -0.009 -0.012

Its molar mass is 624.27 u. As for the total charge: +2. The LUMO energy is -4.4 eV. Its maximum force is 2.25 eV/Å. The spin multiplicity is 1.

Löwdin charges, unit e, in atom order: atom 1 (Sr): 1.4750, atom 2 (P): 1.0357, atom 3 (O): -0.2800, atom 4 (O): -0.2811, atom 5 (O): -0.3161, atom 6 (O): -0.3052, atom 7 (N): 0.1192, atom 8 (N): 0.0159, atom 9 (C): -0.1395, atom 10 (C): -0.0565, atom 11 (C): -0.1360, atom 12 (C): -0.0750, atom 13 (C): -0.3397, atom 14 (C): -0.4010, atom 15 (C): -0.0552, atom 16 (C): -0.0535, atom 17 (C): -0.0571, atom 18 (C): -0.1503, atom 19 (C): -0.1267, atom 20 (C): -0.0234, atom 21 (C): -0.5897, atom 22 (C): -0.3229, atom 23 (C): -0.1144, atom 24 (C): -0.1308, atom 25 (C): -0.1445, atom 26 (C): -0.0542, atom 27 (C): -0.0648, atom 28 (C): -0.0233, atom 29 (C): -0.1461, atom 30 (C): -0.0649, atom 31 (C): -0.0263, atom 32 (C): -0.0246, atom 33 (C): -0.0881, atom 34 (C): -0.1352, atom 35 (C): -0.0673, atom 36 (C): -0.1474, atom 37 (C): -0.1042, atom 38 (C): -0.3872, atom 39 (C): -0.0878, atom 40 (H): 0.0857, atom 41 (H): 0.1520, atom 42 (H): 0.0903, atom 43 (H): 0.1083, atom 44 (H): 0.1173, atom 45 (H): 0.1015, atom 46 (H): 0.1012, atom 47 (H): 0.1428, atom 48 (H): 0.1053, atom 49 (H): 0.1166, atom 50 (H): 0.0934, atom 51 (H): 0.1150, atom 52 (H): 0.0936, atom 53 (H): 0.1446, atom 54 (H): 0.1155, atom 55 (H): 0.1522, atom 56 (H): 0.0940, atom 57 (H): 0.1298, atom 58 (H): 0.1370, atom 59 (H): 0.0921, atom 60 (H): 0.1289, atom 61 (H): 0.1109, atom 62 (H): 0.1525, atom 63 (H): 0.0936, atom 64 (H): 0.0975, atom 65 (H): 0.1298, atom 66 (H): 0.1515, atom 67 (H): 0.1160, atom 68 (H): 0.1147, atom 69 (H): 0.1300, atom 70 (H): 0.1105, atom 71 (H): 0.1507, atom 72 (H): 0.1491, atom 73 (H): 0.1501, atom 74 (H): 0.1228, atom 75 (H): 0.1352, atom 76 (H): 0.1155, atom 77 (H): 0.1154, atom 78 (H): 0.0944, atom 79 (H): 0.1151, atom 80 (H): 0.1011

Look up the LUMO of the second one. -4.4 eV